(1)
A molecular structure, C24H19O4SbTi. Source: OMol25; level of theory: ωB97M-V with the def2-TZVPD basis set.

As for the frontier orbital gap (alpha / beta): 5.30 / 4.65 eV. As for the HOMO energy (alpha / beta): -0.5318 / -0.5317 hartree. The calculated total energy comes out at -2315.85585 a.u. Its expectation value of S² is 2.01.

The geometry in ORCA input format:
```
! wB97M-V def2-TZVPD RIJCOSX def2/J DEFGRID3
* xyz 2 3
Ti -0.39 -0.70 -0.75
C 0.38 0.50 0.88
O 0.69 0.92 1.93
C 0.26 -1.99 0.74
O 0.53 -2.69 1.63
C 1.01 -0.59 -2.24
O 1.80 -0.66 -3.10
C -1.77 0.67 0.03
O -2.58 1.30 0.59
C -1.96 -1.68 -1.86
H -2.93 -1.18 -1.73
H -1.66 -1.81 -2.91
C -1.48 -2.58 -0.85
H -0.86 -3.44 -1.13
H -2.13 -2.81 0.01
C 5.99 2.51 0.44
C 5.32 1.28 0.46
C 3.98 1.20 0.07
C 3.31 2.33 -0.37
C 3.97 3.56 -0.41
C 5.31 3.66 0.02
Sb 1.29 2.04 -1.22
C 0.27 3.64 -0.13
C -1.09 3.75 -0.39
C -1.87 4.66 0.33
C -1.26 5.51 1.26
C 0.12 5.42 1.49
C 0.88 4.47 0.80
C 1.93 3.35 -2.90
C 1.58 4.69 -2.98
C 2.21 5.53 -3.92
C 3.18 5.00 -4.78
C 3.49 3.64 -4.73
C 2.84 2.80 -3.81
H 7.04 2.58 0.75
H 5.85 0.39 0.78
H 3.47 0.23 0.09
H 3.48 4.46 -0.78
H 5.80 4.63 0.02
H -1.57 3.12 -1.14
H -2.94 4.71 0.16
H -1.86 6.24 1.81
H 0.60 6.08 2.21
H 1.95 4.37 1.02
H 0.82 5.11 -2.31
H 1.95 6.58 -3.96
H 3.70 5.65 -5.48
H 4.24 3.21 -5.41
H 3.07 1.73 -3.80
*
```

***

(2)
A molecular structure, C34H28ClF5NO4PPtS. Source: OMol25; level of theory: ωB97M-V with the def2-TZVPD basis set.

As for the frontier orbital gap: 4.38 eV. As for the HOMO energy: -0.0110 hartree. For the energy relative to the best compared isomer or geometry (same formula, charge and spin), the calculation gives 1.589 eV. The calculated total energy comes out at -3486.44474 a.u.

The geometry in ORCA input format:
```
! wB97M-V def2-TZVPD RIJCOSX def2/J DEFGRID3
* xyz -2 1
Pt -0.85 1.92 1.41
Cl -4.85 -1.67 3.58
C -3.45 -0.68 3.85
C -3.04 -0.39 5.14
C -1.91 0.41 5.28
C -1.26 0.88 4.15
N -1.69 0.61 2.90
C -2.76 -0.17 2.76
H -3.59 -0.75 5.99
H -1.54 0.67 6.26
H -0.38 1.49 4.20
H -3.09 -0.37 1.75
O 0.83 0.14 -1.23
P 1.61 -1.12 -1.02
C 0.70 -2.73 -1.04
C 1.22 -3.96 -1.39
C 0.42 -5.10 -1.35
C -0.91 -5.00 -0.98
C -1.44 -3.77 -0.63
C -0.64 -2.64 -0.65
C 2.16 -1.36 -2.87
C 1.19 -1.73 -3.80
C 1.46 -1.82 -5.16
C 2.73 -1.53 -5.63
C 3.71 -1.13 -4.74
C 3.42 -1.03 -3.38
C 3.35 -1.00 -0.41
C 4.23 -2.07 -0.32
C 5.47 -1.91 0.28
C 5.85 -0.67 0.78
C 4.97 0.40 0.68
C 3.73 0.24 0.10
H 2.25 -4.04 -1.71
H 0.84 -6.06 -1.62
H -1.54 -5.89 -0.97
H -2.48 -3.69 -0.33
H -1.03 -1.66 -0.38
H 0.18 -1.94 -3.46
H 0.68 -2.12 -5.85
H 2.96 -1.60 -6.69
H 4.71 -0.88 -5.09
H 4.20 -0.70 -2.70
H 3.96 -3.04 -0.73
H 6.15 -2.76 0.36
H 6.83 -0.54 1.23
H 5.26 1.37 1.07
H 3.02 1.06 0.03
C 1.58 -2.56 2.97
O 1.56 -2.46 1.56
C 1.29 -1.18 1.05
O 1.10 -0.29 1.84
H 1.58 -3.63 3.21
H 0.71 -2.07 3.42
H 2.48 -2.09 3.38
F -7.29 5.81 -1.52
C -6.45 4.82 -1.14
C -5.45 5.04 -0.22
F -5.33 6.27 0.33
C -4.58 4.04 0.14
F -3.65 4.34 1.06
C -4.63 2.74 -0.40
S -3.50 1.49 -0.01
C -5.69 2.55 -1.31
F -5.89 1.34 -1.87
C -6.57 3.55 -1.68
F -7.55 3.30 -2.57
C 1.52 3.95 1.88
O 0.90 4.10 0.61
C -0.10 3.25 0.32
C -0.57 3.54 -1.07
H 0.81 4.23 2.67
H 2.38 4.62 1.88
H 1.81 2.91 2.04
H 0.05 4.28 -1.58
H -1.61 3.88 -1.02
H -0.57 2.59 -1.62
*
```

***

(3)
2 unconnected molecules or ions with the total composition H4O2. Source: OMol25; level of theory: ωB97M-V with the def2-TZVPD basis set.

As for the frontier orbital gap: 12.34 eV. As for the HOMO energy: -0.4207 hartree. For the energy relative to the best compared isomer or geometry (same formula, charge and spin), the calculation gives 0.182 eV. The calculated total energy comes out at -152.86825 a.u.

The geometry in ORCA input format:
```
! wB97M-V def2-TZVPD RIJCOSX def2/J DEFGRID3
* xyz 0 1
O -0.56 -1.16 1.91
H -0.80 -2.03 2.23
H -1.02 -0.56 2.49
O 0.51 1.30 -2.47
H 1.34 1.77 -2.42
H 0.54 0.67 -1.75
*
```

***

(4)
A molecular structure, C31H27BrN7O2ReSbSe4. Source: OMol25; level of theory: ωB97M-V with the def2-TZVPD basis set.

As for the frontier orbital gap (alpha / beta): 4.53 / 4.53 eV. As for the HOMO energy (alpha / beta): -0.5255 / -0.5255 hartree. The calculated total energy comes out at -14228.63071 a.u.

The geometry in ORCA input format:
```
! wB97M-V def2-TZVPD RIJCOSX def2/J DEFGRID3
* xyz 3 1
Re 0.69 0.85 2.00
Se -2.48 1.52 4.55
Sb -2.66 3.12 6.23
Se 0.80 2.69 3.49
Se 1.03 2.09 5.75
Se -0.20 3.79 6.68
Br -2.29 0.11 -8.58
C -1.61 1.35 -7.40
C -1.91 1.22 -6.03
C -1.39 2.12 -5.14
C -0.56 3.14 -5.61
C -0.28 3.29 -6.98
C -0.81 2.38 -7.87
N 0.04 4.11 -4.81
N -0.04 4.14 -3.61
C -0.13 3.75 -2.40
C -1.22 4.29 -1.56
C -1.44 3.79 -0.34
C -0.55 2.76 0.18
O -0.71 2.15 1.25
C 0.62 2.41 -0.53
N 1.40 1.55 0.16
C 2.57 1.17 -0.43
C 2.91 1.60 -1.70
C 2.07 2.45 -2.41
C 0.90 2.86 -1.81
H -2.57 0.43 -5.70
H -1.64 2.04 -4.08
H 0.35 4.10 -7.31
H -0.61 2.47 -8.93
H -1.86 5.06 -1.97
H -2.27 4.14 0.27
H 3.21 0.52 0.14
H 3.84 1.26 -2.13
H 2.34 2.80 -3.41
N 3.28 0.33 4.05
C 2.23 -0.46 4.41
C 2.34 -1.30 5.54
C 1.30 -2.10 5.89
C 0.11 -2.07 5.14
C 0.05 -1.22 4.08
N 1.08 -0.40 3.71
H 4.15 0.21 4.52
H 3.31 0.73 3.13
H 3.27 -1.30 6.10
H 1.39 -2.76 6.74
H -0.73 -2.71 5.38
H -0.85 -1.12 3.50
C -1.03 -4.58 -0.46
N 0.12 -3.72 -0.18
N 0.02 -2.51 0.47
C 1.27 -1.99 0.61
O 1.53 -0.87 1.19
C 2.16 -2.89 0.04
C 1.42 -3.96 -0.43
C 1.88 -5.20 -1.13
C -1.23 -1.92 0.84
C -1.59 -0.71 0.27
C -2.83 -0.14 0.60
C -3.67 -0.79 1.49
C -3.29 -2.00 2.06
C -2.06 -2.56 1.75
H -1.91 -3.97 -0.66
H -1.25 -5.25 0.37
H -0.81 -5.17 -1.34
H 3.24 -2.78 -0.01
H 2.95 -5.30 -1.03
H 1.64 -5.15 -2.20
H 1.40 -6.09 -0.72
H -0.95 -0.26 -0.49
H -3.14 0.79 0.15
H -4.63 -0.36 1.73
H -3.95 -2.50 2.76
H -1.75 -3.50 2.19
*
```

***

(5)
A molecular structure, BrPd. Source: OMol25; level of theory: ωB97M-V with the def2-TZVPD basis set.

As for the frontier orbital gap (alpha / beta): 7.79 / 6.00 eV. As for the HOMO energy (alpha / beta): -0.5593 / -0.5435 hartree. For the energy relative to the best compared isomer or geometry (same formula, charge and spin), the calculation gives 1.155 eV. The calculated total energy comes out at -2701.46991 a.u. Its expectation value of S² is 2.00.

The geometry in ORCA input format:
```
! wB97M-V def2-TZVPD RIJCOSX def2/J DEFGRID3
* xyz 1 3
Pd 1.07 -0.54 -1.59
Br -1.07 0.54 1.59
*
```

***

(6)
A molecular structure, C41H34BrN4O5PSSm. Source: OMol25; level of theory: ωB97M-V with the def2-TZVPD basis set.

As for the frontier orbital gap (alpha / beta): 7.70 / 7.80 eV. As for the HOMO energy (alpha / beta): -0.3924 / -0.3924 hartree. For the energy relative to the best compared isomer or geometry (same formula, charge and spin), the calculation gives 1.056 eV. The calculated total energy comes out at -6149.36558 a.u. Its expectation value of S² is 8.76.

The geometry in ORCA input format:
```
! wB97M-V def2-TZVPD RIJCOSX def2/J DEFGRID3
* xyz 1 6
Sm 1.35 -0.17 -0.55
O 2.15 1.64 -2.82
C 1.22 2.43 -3.45
C 1.63 3.55 -4.16
C 0.70 4.32 -4.84
C -0.64 3.96 -4.83
C -1.06 2.86 -4.10
C -0.14 2.10 -3.39
C -0.58 1.01 -2.44
O 0.29 -0.06 -2.36
N -0.64 1.72 -1.11
N -0.67 1.02 0.04
C -1.00 1.60 1.13
C -0.88 0.96 2.42
Br 0.11 -0.69 2.40
C -1.31 1.42 3.60
C -2.20 2.55 3.83
C -2.07 3.29 5.00
C -2.90 4.37 5.26
C -3.89 4.72 4.35
C -4.06 3.97 3.20
C -3.24 2.89 2.94
H 1.70 0.77 -2.78
H 2.69 3.79 -4.18
H 1.02 5.19 -5.39
H -1.37 4.54 -5.39
H -2.11 2.58 -4.07
H -1.60 0.68 -2.67
H -1.07 2.63 -1.12
H -1.31 2.64 1.13
H -0.95 0.91 4.49
H -1.30 3.03 5.71
H -2.79 4.93 6.18
H -4.54 5.56 4.55
H -4.86 4.20 2.51
H -3.43 2.26 2.08
N 2.36 -2.53 0.02
C 2.02 -3.66 -0.81
C 3.00 -4.55 -1.21
C 2.67 -5.64 -2.00
C 1.35 -5.84 -2.38
C 0.37 -4.94 -1.99
C 0.69 -3.83 -1.21
P -0.49 -2.46 -0.88
C -1.41 -2.99 0.61
C -2.51 -2.20 0.96
C -3.24 -2.50 2.09
C -2.87 -3.57 2.90
C -1.77 -4.34 2.56
C -1.04 -4.06 1.41
C -1.77 -2.76 -2.16
C -1.66 -2.15 -3.41
C -2.61 -2.39 -4.40
C -3.67 -3.25 -4.15
C -3.77 -3.88 -2.91
C -2.83 -3.64 -1.93
H 3.37 -2.48 0.13
H 1.99 -2.66 0.96
H 4.03 -4.41 -0.89
H 3.44 -6.32 -2.33
H 1.08 -6.70 -2.99
H -0.65 -5.09 -2.31
H -2.78 -1.36 0.33
H -4.10 -1.90 2.36
H -3.44 -3.80 3.79
H -1.49 -5.18 3.18
H -0.19 -4.67 1.14
H -0.82 -1.51 -3.62
H -2.52 -1.91 -5.36
H -4.42 -3.43 -4.91
H -4.59 -4.57 -2.72
H -2.93 -4.13 -0.97
O 2.98 0.15 3.78
C 3.26 0.65 2.71
N 2.93 0.16 1.47
S 3.29 1.23 0.35
O 3.70 0.44 -0.81
O 2.03 1.93 0.04
C 4.33 2.30 1.29
C 5.07 3.43 0.96
C 5.61 4.15 2.02
C 5.39 3.76 3.34
C 4.64 2.63 3.64
C 4.11 1.89 2.59
H 5.23 3.73 -0.07
H 6.20 5.03 1.81
H 5.80 4.35 4.14
H 4.46 2.31 4.65
*
```

***

(7)
2 unconnected molecules or ions with the total composition C5H7FN2O5. Source: OMol25; level of theory: ωB97M-V with the def2-TZVPD basis set.

As for the frontier orbital gap: 9.46 eV. As for the HOMO energy: -0.3431 hartree. For the energy relative to the best compared isomer or geometry (same formula, charge and spin), the calculation gives 0.224 eV. The calculated total energy comes out at -780.15741 a.u.

The geometry in ORCA input format:
```
! wB97M-V def2-TZVPD RIJCOSX def2/J DEFGRID3
* xyz 0 1
C -1.53 -1.08 -0.67
C -1.07 0.31 -0.25
O 0.34 0.10 0.35
C 1.29 0.93 -0.02
O 1.03 1.94 -0.72
C 2.66 0.63 0.42
F 2.80 -0.15 1.51
N 3.68 1.14 -0.25
O 4.81 0.97 0.06
O 3.50 2.07 -1.19
H -2.53 -1.10 -0.49
H -1.27 -1.30 -1.73
H -1.21 -1.88 0.07
H -1.48 0.90 0.53
H -0.91 0.82 -1.20
H 2.58 2.45 -1.19
N 2.84 -3.45 1.14
C 2.24 -2.78 0.34
O 1.78 -2.28 -0.61
H 2.81 -3.46 2.14
*
```

***

(8)
A molecular structure, C2H5F3N2. Source: OMol25; level of theory: ωB97M-V with the def2-TZVPD basis set.

As for the frontier orbital gap (alpha / beta): 5.76 / 9.96 eV. As for the HOMO energy (alpha / beta): -0.1845 / -0.4024 hartree. The calculated total energy comes out at -488.07829 a.u. Its expectation value of S² is 2.01.

The geometry in ORCA input format:
```
! wB97M-V def2-TZVPD RIJCOSX def2/J DEFGRID3
* xyz 0 3
C 1.86 -0.83 0.16
C 1.26 0.39 -0.18
N -1.33 0.91 -0.34
N -0.52 0.43 0.61
F 3.25 -0.58 0.12
F 1.83 1.43 0.55
F 1.03 0.83 -1.41
H 1.79 -1.68 -0.50
H 1.68 -1.16 1.27
H -1.46 1.92 -0.50
H -1.59 0.23 -1.10
H -0.22 1.15 1.33
*
```